{
  "formula": "C3H3Cl3O",
  "method": "ωB97M-V with the def2-TZVPD basis set",
  "smiles": "C=COC(Cl)(Cl)Cl",
  "relative_energy_kj_mol": 136.1,
  "elements": ["Cl", "Cl", "Cl", "O", "C", "C", "C", "H", "H", "H"],
  "coordinates": [[0.4309, 2.9431, 0.7873], [0.5311, 0.5921, 2.6301], [-1.8876, 1.0697, 1.1260], [0.5116, 0.6157, -0.0647], [-0.0672, 1.1732, 1.0195], [0.0007, -1.2219, -1.5293], [0.3665, -0.7523, -0.3102], [0.5241, -1.5758, 0.4977], [0.0388, -2.2272, -1.8996], [-0.4489, -0.6167, -2.2568]],
  "atomic_forces_ev_per_a": [[-0.57, -1.12, 0.55], [0.02, 0.09, -0.87], [1.02, -0.07, -0.48], [-0.71, -1.38, 0.16], [0.00, 1.66, 0.51], [0.37, 0.99, 1.87], [-0.51, -3.22, -0.71], [0.29, 2.27, -0.97], [0.13, -0.66, 0.88], [-0.04, 1.44, -0.93]]
}



{
  "formula": "C4H7NO3S2",
  "method": "ωB97M-V with the def2-TZVPD basis set",
  "relative_energy_kj_mol": 506.9,
  "elements": ["S", "S", "O", "O", "O", "N", "C", "C", "C", "C", "H", "H", "H", "H", "H", "H", "H"],
  "coordinates": [[1.7731, 0.6253, -0.7115], [-0.8660, 1.7289, -0.0307], [-2.4113, -0.1941, -0.0108], [0.1825, 2.7979, -0.1451], [-2.3527, -2.3441, -0.2856], [-1.8648, -1.2719, -0.1960], [-0.4420, -1.1123, -0.3845], [2.5770, -0.9659, -1.1909], [-1.2217, 1.5771, 1.7386], [0.1612, 0.2391, -0.2162], [3.1783, -1.3789, -0.4651], [3.2212, -0.7017, -1.9756], [0.0643, -2.0692, -0.7756], [-1.9674, 0.8884, 1.7956], [1.6994, -1.6524, -1.6206], [-0.2944, 1.2539, 2.3643], [-1.4367, 2.5798, 2.1097]],
  "atomic_forces_ev_per_a": [[0.21, -0.07, 0.41], [1.91, 1.15, 0.18], [-2.00, -0.10, 0.50], [-0.84, -0.33, 0.05], [-1.31, -1.73, -0.05], [3.18, 2.22, -0.44], [2.66, 2.16, -0.02], [-4.55, -0.10, -1.66], [3.85, 1.16, 1.03], [-2.00, -5.48, -1.69], [0.73, -1.12, 2.02], [0.68, 0.46, -1.33], [-0.84, 1.87, 1.05], [-2.25, -1.62, 0.72], [2.44, 1.25, 0.98], [-1.44, 0.36, -1.42], [-0.43, -0.08, -0.33]]
}



{
  "formula": "C15H41O11P3S",
  "method": "ωB97M-V with the def2-TZVPD basis set",
  "smiles": "O=S(=O)(O)CCC[PH4].CCOP(=O)(OCC)OCC.CCOP(=O)(OCC)OCC",
  "elements": ["S", "P", "P", "P", "O", "O", "O", "O", "O", "O", "O", "O", "O", "O", "O", "C", "C", "C", "C", "C", "C", "C", "C", "C", "C", "C", "C", "C", "C", "C", "H", "H", "H", "H", "H", "H", "H", "H", "H", "H", "H", "H", "H", "H", "H", "H", "H", "H", "H", "H", "H", "H", "H", "H", "H", "H", "H", "H", "H", "H", "H", "H", "H", "H", "H", "H", "H", "H", "H", "H", "H"],
  "coordinates": [[-1.1246, 0.1652, -4.5518], [2.9128, -4.5224, 3.6714], [-4.2403, 6.1291, -1.8945], [1.1798, -3.2102, -2.1904], [0.4985, 0.2426, -5.0957], [-2.6645, 6.8406, -1.8337], [-5.6505, 5.4924, -1.9490], [3.3751, -5.9972, 3.0510], [-1.4667, 1.2535, -3.4874], [-3.5274, 4.7554, -1.3105], [4.1357, -4.7420, 4.8753], [-4.5516, 6.8951, -0.4488], [1.8184, -4.3259, 2.5940], [-2.0686, 0.4454, -5.7858], [4.0057, -3.5589, 2.8879], [0.1072, -1.6543, -1.7814], [-2.1343, 4.0305, -3.1521], [3.8313, -2.1554, 2.9703], [-1.4397, -1.7540, -2.3141], [-5.8290, 7.4843, -0.2375], [2.3385, -6.8824, 1.0675], [-6.6567, 6.5962, 0.6789], [-1.5799, 6.0320, 0.2486], [-1.6330, -1.5533, -3.9312], [4.1948, -1.6381, 4.3481], [-1.9751, 7.1979, -0.6396], [5.3247, -5.5070, 4.7019], [6.3031, -4.9530, 3.6821], [-3.2823, 3.6972, -2.2199], [2.3764, -6.8983, 2.5880], [-0.8958, 6.3658, 1.0367], [-6.2331, 6.6005, 1.6882], [2.8039, -1.8861, 2.7114], [5.0856, -6.5559, 4.5011], [5.1987, -1.9608, 4.6336], [-2.4520, 5.5915, 0.7410], [-7.6904, 6.9474, 0.7321], [1.3978, -6.6586, 3.0172], [-1.2456, 4.3223, -2.5875], [2.6391, -7.9020, 2.9386], [-1.8596, -2.8171, -2.0059], [2.1049, -2.8920, -1.0936], [6.4849, -3.8881, 3.8448], [3.2534, -7.3285, 0.6648], [-6.6555, 5.5535, 0.3487], [-1.0544, 7.6910, -0.9683], [-5.6762, 8.4599, 0.2360], [4.1584, -0.5441, 4.3730], [-1.0856, 5.2454, -0.3263], [-2.5322, 7.9572, -0.0820], [5.8229, -5.5003, 5.6769], [2.2911, -5.8645, 0.6699], [0.6515, -0.6298, -5.5930], [7.2613, -5.4806, 3.7450], [-4.1892, 3.4669, -2.7853], [0.0465, -1.6307, -0.5894], [1.9743, -4.3967, -2.5223], [-2.3918, 4.8691, -3.8041], [0.0777, -4.1010, -1.8010], [1.4804, -7.4468, 0.6934], [-3.0271, 2.8121, -1.6273], [5.9300, -5.0786, 2.6613], [3.5053, -2.0228, 5.1039], [-1.8830, 3.1698, -3.7802], [-2.8082, -1.6146, -4.1315], [-2.0571, -0.9430, -1.6930], [1.3702, -2.7106, -3.5416], [-6.3411, 7.6698, -1.1877], [-1.1732, -2.4342, -4.5863], [0.6436, -0.6382, -2.0764], [4.4916, -1.7016, 2.2234]],
  "atomic_forces_ev_per_a": [[-5.60, 4.82, -2.04], [6.29, -2.96, -6.77], [0.90, -2.65, 9.27], [-0.15, 0.21, 0.67], [-2.15, -2.05, 0.69], [-1.57, 0.25, -3.56], [1.06, 1.94, -4.18], [-0.62, -0.01, 1.27], [2.78, -4.80, -2.95], [-0.16, -0.09, -0.78], [-3.43, 1.47, 1.51], [0.12, 0.89, -1.06], [-1.74, 1.04, 4.26], [4.15, -1.87, 3.96], [-0.50, 0.69, 0.35], [-0.96, 1.03, 1.34], [0.08, -0.03, -0.31], [0.27, 0.48, -0.08], [0.55, 0.54, 0.71], [-0.47, -0.17, 0.34], [0.11, -0.06, -0.16], [-0.01, -0.08, 0.18], [-0.42, -0.30, 0.17], [-0.99, -1.68, 0.86], [0.05, 0.17, 0.12], [0.32, 0.61, 0.75], [0.69, -0.88, 0.05], [-0.22, 0.04, -0.50], [0.41, -0.54, -0.21], [-0.20, -0.20, -0.57], [-0.04, 0.18, -0.20], [-0.06, 0.08, -0.08], [-0.02, 0.00, -0.07], [-0.04, 0.25, -0.13], [-0.10, 0.04, -0.06], [0.14, 0.04, -0.11], [0.06, -0.01, 0.03], [0.16, 0.04, -0.18], [-0.08, -0.04, -0.01], [0.11, 0.14, 0.04], [0.77, 2.09, -0.86], [-0.49, -0.10, -0.75], [0.01, -0.12, 0.04], [-0.12, -0.03, 0.06], [-0.03, 0.23, -0.19], [-0.15, -0.09, -0.39], [0.15, -0.09, -0.03], [-0.05, -0.13, 0.00], [-0.02, 0.12, 0.04], [-0.04, -0.26, -0.07], [-0.34, 0.25, 0.11], [-0.16, -0.07, 0.22], [-0.30, 1.66, 0.79], [-0.18, -0.03, 0.20], [-0.04, -0.04, 0.04], [0.04, -0.04, -2.39], [-0.08, 0.22, -0.01], [-0.03, 0.10, -0.03], [0.45, 0.57, -0.26], [0.07, 0.00, 0.01], [-0.09, 0.18, 0.02], [0.05, 0.06, 0.16], [-0.02, 0.05, 0.05], [-0.18, 0.47, 0.18], [2.68, 0.70, 0.11], [1.16, -1.76, -1.78], [0.03, -0.26, 0.26], [0.04, -0.16, 0.18], [-0.60, 2.18, 1.38], [-1.15, -2.03, 0.34], [-0.09, -0.20, 0.02]]
}



{
  "formula": "C4H8N2O",
  "method": "ωB97M-V with the def2-TZVPD basis set",
  "smiles": "C/N=N\\O.C=C=C",
  "relative_energy_kj_mol": 622.7,
  "elements": ["O", "N", "N", "C", "C", "C", "C", "H", "H", "H", "H", "H", "H", "H", "H"],
  "coordinates": [[0.6685, 1.0377, -0.4944], [0.7343, -0.4035, -0.5125], [1.6943, -0.9608, -0.0853], [-1.8795, -1.3091, 0.4656], [-2.8048, 1.0088, -0.3904], [2.9105, -0.4296, 0.5152], [-2.3113, -0.1324, 0.0386], [-0.3105, 1.0822, -0.6641], [-1.5139, -2.0789, -0.1389], [3.0017, -1.0569, 1.5102], [2.6287, 0.6379, 0.6446], [3.7060, -0.8363, -0.1499], [-1.5817, -1.4090, 1.5012], [-3.7047, 1.1879, -0.8499], [-2.1724, 1.8286, -0.3795]],
  "atomic_forces_ev_per_a": [[-0.81, -0.03, 0.24], [-0.84, -0.05, -0.70], [0.65, -1.88, 0.08], [-0.21, 2.46, 0.69], [1.80, -2.06, 0.92], [-1.42, -0.90, 1.23], [-0.68, -1.14, 0.04], [1.37, 0.31, 0.07], [0.54, -0.70, -1.24], [-0.08, 1.63, -1.77], [1.72, -0.35, 0.17], [-0.23, 1.21, 0.50], [-0.78, -0.15, 0.37], [-2.40, -0.02, -0.41], [1.34, 1.66, -0.22]]
}



{
  "formula": "C14H16",
  "method": "ωB97M-V with the def2-TZVPD basis set",
  "smiles": "Cc1ccccc1.Cc1ccccc1",
  "relative_energy_kj_mol": 125.5,
  "elements": ["C", "C", "C", "C", "C", "C", "C", "C", "C", "C", "C", "C", "C", "C", "H", "H", "H", "H", "H", "H", "H", "H", "H", "H", "H", "H", "H", "H", "H", "H"],
  "coordinates": [[-2.8470, 0.2014, 1.9534], [3.7929, 0.4240, -1.5404], [0.3106, -0.9646, -1.1775], [0.2946, -1.9755, -2.1255], [-0.2617, 1.1468, 2.4787], [-0.6608, -0.1510, 2.9166], [-3.3023, 2.1350, 0.4409], [-2.4303, 1.3788, 1.3711], [2.5512, -0.3508, -1.7957], [-1.1173, 1.8216, 1.6299], [1.4523, -2.1204, -2.8608], [-1.9381, -0.5862, 2.6624], [2.6461, -1.4870, -2.6252], [1.3847, -0.0933, -1.0948], [3.6213, 1.4442, -1.1589], [4.5496, 0.4439, -2.3322], [-3.8079, -0.2836, 1.8251], [3.5906, -1.7395, -3.1079], [-2.9250, 2.9850, -0.1324], [4.4445, -0.0364, -0.7952], [-3.8247, 1.3736, -0.1997], [-0.6814, -2.3912, -2.3554], [-0.8363, 2.7070, 1.0279], [-2.4211, -1.4401, 3.1301], [-4.1652, 2.5741, 0.9579], [1.2505, 0.9098, -0.6861], [-0.0093, -0.6659, 3.6125], [-0.4663, -0.8703, -0.4048], [1.4568, -2.9067, -3.6303], [0.7828, 1.3404, 2.7245]],
  "atomic_forces_ev_per_a": [[0.58, -0.91, -0.05], [1.29, 0.91, 0.49], [-0.49, 0.13, 1.03], [-0.24, 1.50, 0.46], [0.07, -2.42, -0.20], [0.16, 1.49, 0.67], [-2.24, -0.50, -0.52], [1.04, 0.35, 0.11], [1.16, -0.93, -0.14], [-0.20, 0.87, -0.79], [0.10, -2.73, -1.67], [-1.10, 0.29, 0.52], [-0.67, 1.53, 0.78], [0.03, 0.63, -0.67], [-0.05, -0.30, -0.35], [-0.72, 0.30, -0.61], [-0.28, 0.63, -0.28], [-0.43, 0.00, -0.03], [0.59, -0.54, -0.02], [-0.51, -0.31, 0.61], [0.68, 0.89, -0.01], [0.48, -0.69, -0.02], [0.19, -0.38, 0.83], [0.76, -0.34, -0.07], [0.16, -0.03, 0.35], [0.19, -0.52, 0.74], [0.01, -0.26, -0.26], [-0.13, 0.23, -0.79], [-0.05, 0.30, 0.24], [-0.37, 0.83, -0.36]]
}



{
  "formula": "C3H8N",
  "method": "ωB97M-V with the def2-TZVPD basis set",
  "total_charge": 1,
  "smiles": "C=C(C)[NH3+]",
  "relative_energy_kj_mol": 68.3,
  "elements": ["N", "C", "C", "C", "H", "H", "H", "H", "H", "H", "H", "H"],
  "coordinates": [[0.2922, -0.3724, -1.3515], [-1.1326, 0.6655, 0.6099], [1.0787, -0.4483, 0.8867], [0.0543, -0.1061, 0.1388], [0.2298, 0.6205, -1.7408], [-0.9173, 1.1709, 1.5611], [1.2716, -0.7701, -1.5798], [1.9051, -1.1030, 0.4289], [-2.1081, 0.1998, 0.7862], [-1.2318, 1.4667, -0.0674], [1.0358, -0.2567, 1.9832], [-0.4777, -1.0667, -1.6553]],
  "atomic_forces_ev_per_a": [[-0.87, 0.20, 0.09], [0.01, 0.19, 0.41], [1.08, -1.57, 0.49], [1.18, -0.63, 0.54], [-0.21, -1.95, -0.34], [0.38, -0.41, -0.20], [-2.00, 0.73, 0.67], [-1.02, 1.35, 1.11], [0.38, -0.49, -0.56], [-0.73, 1.19, -0.93], [0.32, -0.28, -1.08], [1.48, 1.66, -0.19]]
}



Number 1: LUMO 0.296 eV, strongest force on any atom 3.3 eV Å⁻¹, HOMO-LUMO gap 10.5 eV. Number 2: LUMO -0.984 eV, strongest force on any atom 6.1 eV Å⁻¹, HOMO-LUMO gap 8.0 eV. Number 3: LUMO -2.395 eV, strongest force on any atom 9.7 eV Å⁻¹, HOMO-LUMO gap 6.4 eV. Number 4: LUMO 0.952 eV, strongest force on any atom 2.9 eV Å⁻¹, HOMO-LUMO gap 9.9 eV. Number 5: LUMO 0.928 eV, strongest force on any atom 3.2 eV Å⁻¹, HOMO-LUMO gap 9.7 eV. Number 6: LUMO -4.056 eV, strongest force on any atom 2.2 eV Å⁻¹, HOMO-LUMO gap 11.2 eV.